No. 1
Below is a structure of composition C25H34N9RhS in a non-equilibrium geometry, with properties calculated with ωB97M-V with the def2-TZVPD basis set.

Structure (XYZ):
```
70
Properties=species:S:1:pos:R:3:mulliken_charge:R:1
Rh 0.690 -0.112 0.578 0.37
C 1.349 2.091 -3.259 -1.34
C 0.564 0.787 -3.085 0.29
C -0.893 1.036 -2.836 0.70
C -1.791 1.029 -3.889 -0.85
C -3.137 1.299 -3.690 -0.95
C -3.603 1.569 -2.413 -0.51
C -2.743 1.618 -1.326 1.24
C -3.338 1.850 0.039 -0.96
C -3.798 3.296 0.259 -1.42
C -1.362 1.371 -1.544 0.09
N -0.482 1.443 -0.476 -0.05
C -0.507 2.512 0.283 -0.30
C -0.064 2.427 1.600 -0.24
C -0.084 3.326 2.690 -0.91
C 0.252 2.587 3.800 -0.85
C 0.480 1.260 3.361 -0.40
N 0.291 1.162 2.054 0.15
H 2.371 1.871 -3.556 0.44
H 1.374 2.658 -2.330 0.30
H 0.896 2.710 -4.028 0.33
H 0.987 0.224 -2.247 -0.83
H 0.670 0.190 -3.992 0.65
H -1.437 0.829 -4.889 0.51
H -3.816 1.282 -4.529 0.45
H -4.657 1.745 -2.254 0.48
H -2.637 1.579 0.830 0.29
H -4.217 1.207 0.142 0.51
H -2.971 3.999 0.200 0.28
H -4.246 3.379 1.246 0.45
H -4.540 3.586 -0.478 0.39
H -0.924 3.440 -0.095 0.81
H -0.342 4.364 2.644 0.54
H 0.345 2.932 4.811 0.48
H 0.763 0.420 3.970 0.54
C -2.450 -2.997 -2.804 -1.16
N -2.424 -2.348 -1.508 0.04
C -3.707 -1.815 -1.100 -1.19
C -1.310 -2.172 -0.780 0.72
N -1.175 -1.412 0.259 -0.46
N -0.222 -2.961 -1.170 -0.15
C 1.100 -2.635 -1.099 0.41
N 1.960 -3.609 -1.450 -0.38
N 1.495 -1.434 -0.802 0.02
H -2.999 -2.361 -3.501 0.40
H -2.967 -3.958 -2.742 0.33
H -1.453 -3.148 -3.207 0.42
H -4.486 -2.523 -1.379 0.48
H -3.903 -0.858 -1.591 0.31
H -3.753 -1.693 -0.021 0.43
H -2.006 -0.893 0.519 0.09
H -0.444 -3.898 -1.475 0.38
H 1.662 -4.552 -1.632 0.19
H 2.954 -3.458 -1.394 0.22
H 2.503 -1.328 -0.920 0.08
N 6.494 -0.917 4.436 -0.32
C 5.300 -1.544 4.478 0.39
S 5.096 -2.714 5.735 -0.30
C 4.259 -1.298 3.567 1.05
C 4.354 -0.381 2.477 -0.94
C 3.286 -0.184 1.657 -0.51
N 2.102 -0.828 1.803 0.01
C 1.977 -1.696 2.834 -0.91
C 2.998 -1.954 3.697 -0.59
H 7.178 -1.107 5.150 0.22
H 6.655 -0.132 3.828 0.16
H 5.262 0.161 2.279 0.33
H 3.347 0.524 0.832 0.53
H 1.018 -2.185 2.934 0.54
H 2.861 -2.658 4.502 0.47
```

HOMO level (alpha / beta) ... -13.18 / -13.16 eV
E_LUMO (alpha / beta) ... -7.8735 / -8.3922 eV
Net charge ... +2
Multiplicity ... 1
HOMO-LUMO gap (alpha / beta) ... 0.19497 / 0.17520 Eh
Energy relative to the best compared isomer or geometry (same formula, charge and spin) ... 152.1 kJ/mol



No. 2
Below is the ion C13H25BrIN4O with charge +1, with properties calculated with ωB97M-V with the def2-TZVPD basis set.

Structure (XYZ):
```
45
Properties=species:S:1:pos:R:3:mulliken_charge:R:1
C -4.798 5.278 -0.070 -0.74
O -5.608 4.213 -0.520 -0.39
C -4.905 3.032 -0.841 -0.70
C -4.380 2.295 0.386 -0.47
C -3.335 1.227 0.051 -0.64
C -2.332 1.004 1.184 -0.79
C -1.645 -0.359 1.110 -0.65
C -0.332 -0.411 1.882 -0.75
C 0.388 -1.767 1.797 -0.95
C 1.841 -1.652 1.336 -0.79
C 1.956 -1.527 -0.178 -0.28
C 3.382 -1.222 -0.639 -0.76
C 4.297 -2.452 -0.505 -0.71
N 5.104 -2.695 -1.713 0.30
C 4.748 -3.032 -2.947 0.31
I 2.849 -3.373 -3.590 0.34
N 5.838 -3.155 -3.703 -0.28
N 6.876 -2.894 -2.955 -0.27
N 6.444 -2.620 -1.766 0.10
Br 7.574 -2.171 -0.393 0.21
H -5.177 6.200 -0.506 0.26
H -4.830 5.370 1.018 0.25
H -3.758 5.146 -0.379 0.34
H -5.628 2.407 -1.364 0.30
H -4.082 3.265 -1.527 0.45
H -3.951 3.020 1.082 0.40
H -5.232 1.841 0.895 0.22
H -2.796 1.536 -0.848 0.37
H -3.829 0.282 -0.178 0.37
H -1.572 1.789 1.150 0.39
H -2.846 1.094 2.142 0.37
H -1.475 -0.631 0.064 0.38
H -2.318 -1.108 1.535 0.29
H 0.326 0.381 1.513 0.40
H -0.540 -0.174 2.926 0.39
H 0.373 -2.258 2.770 0.41
H -0.162 -2.425 1.120 0.45
H 2.412 -2.514 1.696 0.44
H 2.287 -0.772 1.808 0.35
H 1.616 -2.460 -0.632 0.25
H 1.304 -0.725 -0.527 0.30
H 3.789 -0.434 -0.005 0.35
H 3.394 -0.854 -1.665 0.49
H 5.005 -2.333 0.309 0.27
H 3.729 -3.364 -0.323 0.44
```

HOMO level ... -10.94 eV
E_LUMO ... -5.0178 eV
Net charge ... +1
Multiplicity ... 1
HOMO-LUMO gap ... 0.21782 Eh
SMILES ... COCCCCCCCCCCCn1c(I)nn[n+]1Br



No. 3
Below is the ion C15H22NO2S with charge +1 in a non-equilibrium geometry, with properties calculated with ωB97M-V with the def2-TZVPD basis set.

Structure (XYZ):
```
41
Properties=species:S:1:pos:R:3:mulliken_charge:R:1
C 2.671 -0.992 1.859 -0.72
C 1.929 -0.043 0.951 -0.09
C 1.159 1.211 1.678 -0.48
S -0.680 0.962 1.943 0.11
C -1.576 1.136 0.264 -0.24
C -1.482 2.650 -0.357 -0.58
C -0.339 2.783 -1.527 -0.36
C -0.567 1.806 -2.826 -0.33
C 0.902 1.624 -3.586 -0.53
O 1.073 0.247 -4.094 -0.36
C 1.779 -0.612 -3.130 0.55
C 1.017 -1.946 -2.468 -0.59
O 3.065 -0.451 -2.736 -0.52
C -1.092 -0.800 2.476 0.40
C -1.957 -1.047 3.870 -0.39
C -2.318 -2.602 4.240 -0.16
N -1.978 -3.842 3.463 -0.37
C -1.170 -3.596 2.221 -0.25
C -0.670 -2.162 1.608 -0.09
H 2.760 -0.705 2.995 0.23
H 3.071 -2.000 1.415 0.28
H 1.893 -0.235 -0.207 0.37
H 1.702 1.513 2.695 0.48
H 1.302 2.156 0.965 0.21
H -1.168 0.285 -0.428 -0.03
H -2.710 0.878 0.511 0.47
H -1.234 3.383 0.527 0.31
H -2.540 2.924 -0.780 0.34
H 0.760 2.591 -1.120 0.10
H -0.372 3.892 -1.913 0.33
H -0.953 0.718 -2.553 0.16
H -1.329 2.259 -3.614 0.34
H 0.959 2.435 -4.444 0.32
H 1.818 1.838 -2.877 0.33
H 0.949 -2.810 -3.283 0.38
H 1.592 -2.330 -1.518 0.21
H -0.066 -1.602 -2.177 0.13
H -2.301 -0.142 4.536 0.29
H -2.955 -2.761 5.238 0.30
H -0.889 -4.561 1.574 0.29
H -0.055 -2.057 0.610 0.17
```

HOMO level ... -12.42 eV
E_LUMO ... -4.3933 eV
Net charge ... +1
Multiplicity ... 1
HOMO-LUMO gap ... 0.29515 Eh



No. 4
Below is a structure of composition C29H32MnN5O4P in a non-equilibrium geometry, with properties calculated with ωB97M-V with the def2-TZVPD basis set.

Structure (XYZ):
```
72
Properties=species:S:1:pos:R:3:mulliken_charge:R:1
Mn 0.583 0.559 0.717 0.82
C -1.884 -1.701 3.568 -0.81
C -1.768 -0.886 4.708 -0.50
C -0.712 0.017 4.789 -0.57
C 0.104 0.231 3.624 0.67
N -0.244 -0.359 2.434 0.36
C -1.163 -1.392 2.448 -0.11
C 1.256 1.095 3.513 0.26
C 1.930 1.703 4.592 -0.81
C 2.881 2.684 4.364 -0.69
C 3.303 2.895 3.046 -0.79
C 2.587 2.259 1.995 0.38
N 1.568 1.382 2.197 0.46
C 2.742 2.622 0.572 0.97
C 3.489 3.713 0.072 -0.69
C 3.450 3.986 -1.269 -0.44
C 2.810 3.108 -2.152 -0.83
C 2.229 1.972 -1.657 -0.10
N 2.076 1.787 -0.334 0.22
H -2.400 -2.659 3.596 0.46
H -2.523 -0.911 5.490 0.49
H -0.624 0.672 5.684 0.39
H -1.267 -1.987 1.525 0.34
H 1.783 1.339 5.569 0.56
H 3.200 3.368 5.158 0.48
H 4.105 3.612 2.829 0.44
H 3.837 4.513 0.745 0.30
H 4.094 4.862 -1.622 0.42
H 2.833 3.298 -3.234 0.44
H 1.716 1.260 -2.301 0.48
C -1.569 -3.787 -4.032 -1.09
N -1.377 -2.921 -2.843 0.12
N -0.082 -2.530 -2.441 0.37
C -0.327 -1.520 -1.491 0.57
O 0.595 -0.943 -0.819 -0.79
C -1.730 -1.261 -1.415 -0.65
C -2.387 -2.121 -2.291 -0.15
C -3.839 -2.492 -2.434 -1.71
C 1.045 -3.478 -2.311 0.02
C 0.920 -4.832 -1.923 -0.08
C 2.044 -5.607 -1.828 -0.75
C 3.319 -5.120 -2.083 -0.60
C 3.425 -3.743 -2.231 -0.58
C 2.324 -2.947 -2.455 -0.13
H -1.401 -3.233 -5.020 0.29
H -2.570 -4.128 -3.996 0.42
H -0.889 -4.634 -3.943 0.43
H -2.151 -0.552 -0.717 0.76
H -4.508 -1.709 -2.175 0.43
H -4.061 -3.416 -1.869 0.33
H -4.031 -2.689 -3.509 0.48
H -0.103 -5.201 -1.879 0.50
H 1.895 -6.567 -1.365 0.40
H 4.140 -5.846 -2.128 0.43
H 4.333 -3.196 -2.241 0.42
H 2.467 -1.947 -2.854 0.42
C -3.368 1.710 2.015 -0.69
O -2.867 1.658 0.659 -0.43
P -1.425 2.135 0.136 1.10
O -0.994 3.473 0.954 -0.24
C -1.474 4.778 0.721 -0.79
O -1.799 2.684 -1.318 -0.52
C -1.944 1.773 -2.425 -0.30
H -2.878 2.380 2.707 0.36
H -3.357 0.696 2.373 0.26
H -4.442 2.027 1.902 0.29
H -0.727 5.331 0.225 0.34
H -1.757 5.262 1.654 0.27
H -2.413 4.771 0.100 0.32
H -1.114 1.068 -2.388 -0.02
H -1.979 2.338 -3.371 0.34
H -2.938 1.292 -2.316 0.24
```

HOMO level (alpha / beta) ... -15.79 / -15.79 eV
E_LUMO (alpha / beta) ... -11.4703 / -10.2890 eV
<S²> ... 6.0926
Net charge ... +3
Multiplicity ... 5
HOMO-LUMO gap (alpha / beta) ... 0.15866 / 0.20206 Eh
Energy relative to the best compared isomer or geometry (same formula, charge and spin) ... 274.5 kJ/mol



No. 5
Below is an isolated molecule of C4H7NO2 in a non-equilibrium geometry, with properties calculated with ωB97M-V with the def2-TZVPD basis set.

Structure (XYZ):
```
14
Properties=species:S:1:pos:R:3:mulliken_charge:R:1
C -0.816 -1.105 0.417 -1.31
C -0.371 0.220 -0.215 0.53
C -1.130 1.438 0.189 -0.23
O -2.151 1.571 -0.472 -0.49
C 1.143 0.493 -0.198 0.40
N 1.990 -0.584 -0.201 -0.37
O 1.576 1.632 -0.119 -0.62
H -0.388 -1.327 1.399 0.35
H -1.905 -1.100 0.502 0.39
H -0.561 -1.932 -0.258 0.30
H -1.178 0.372 -1.105 0.18
H -0.835 2.199 0.913 0.40
H 1.660 -1.497 -0.468 0.20
H 2.964 -0.380 -0.385 0.26
```

HOMO level ... -9.93 eV
E_LUMO ... 0.5869 eV
Multiplicity ... 1
HOMO-LUMO gap ... 0.38662 Eh
Energy relative to the best compared isomer or geometry (same formula, charge and spin) ... 189.1 kJ/mol
SMILES ... C[C@@H](C=O)C(N)=O



No. 6
Below is a structure of composition C7H12Cl6F3NaO3S in a non-equilibrium geometry, with properties calculated with ωB97M-V with the def2-TZVPD basis set.

Structure (XYZ):
```
33
Properties=species:S:1:pos:R:3:mulliken_charge:R:1
Na -1.401 -2.557 0.444 0.97
C 4.681 -5.599 1.372 0.59
F 4.066 -6.547 0.668 -0.22
F 4.572 -5.852 2.668 -0.23
F 5.970 -5.611 1.128 -0.22
S 3.938 -3.888 0.943 1.10
O 2.480 -4.005 0.915 -0.69
O 4.380 -2.997 1.992 -0.64
O 4.424 -3.656 -0.440 -0.67
Cl -0.205 -0.953 -3.042 -0.20
C 1.362 -1.297 -3.587 -0.42
C 2.245 -0.155 -3.075 -0.38
Cl 1.984 1.319 -3.944 -0.17
H 1.439 -1.325 -4.674 0.30
H 1.658 -2.290 -3.252 0.30
H 3.261 -0.503 -3.265 0.28
H 2.069 -0.009 -2.009 0.30
Cl -5.011 0.490 -0.240 -0.19
C -5.757 1.826 -1.198 -0.44
C -6.167 3.056 -0.334 -0.42
Cl -7.687 2.745 0.664 -0.19
H -6.530 1.455 -1.871 0.36
H -4.937 2.173 -1.827 0.28
H -6.391 3.913 -0.970 0.31
H -5.335 3.364 0.298 0.30
Cl -0.997 4.054 1.183 -0.16
C -0.428 3.956 2.868 -0.38
C 0.706 2.923 3.024 -0.53
Cl 0.172 1.316 2.496 -0.17
H -1.219 3.784 3.598 0.32
H 0.013 4.908 3.162 0.28
H 1.167 2.758 3.998 0.35
H 1.477 3.204 2.307 0.30
```

HOMO level ... -7.95 eV
E_LUMO ... -2.6657 eV
Multiplicity ... 1
HOMO-LUMO gap ... 0.19436 Eh
Energy relative to the best compared isomer or geometry (same formula, charge and spin) ... 19.0 kJ/mol



No. 7
Below is a structure of composition C16H26O3PdSiTe4 in a non-equilibrium geometry, with properties calculated with ωB97M-V with the def2-TZVPD basis set.

Structure (XYZ):
```
51
Properties=species:S:1:pos:R:3:mulliken_charge:R:1
Pd 2.037 0.874 -0.060 -0.21
Te 3.372 0.414 -2.226 0.03
Te 3.151 2.995 -1.631 -0.17
Te 3.842 2.806 1.062 -0.13
Te 4.253 0.210 1.217 0.02
O -2.634 2.260 0.223 -0.37
C -2.290 2.968 1.333 0.73
C -3.222 3.743 2.016 -0.88
C -2.862 4.436 3.158 -0.53
C -1.565 4.354 3.648 -0.79
C -0.641 3.573 2.976 -0.29
C -0.982 2.889 1.812 0.03
C 0.086 2.111 1.124 1.27
O 0.973 1.533 1.808 -0.93
O 0.128 2.057 -0.136 -0.67
H -3.569 2.400 0.038 0.26
H -4.240 3.796 1.643 0.31
H -3.603 5.036 3.669 0.38
H -1.279 4.887 4.544 0.40
H 0.372 3.471 3.342 0.43
C -0.711 -0.815 0.971 -1.52
Si 0.522 -0.990 -0.430 1.27
C -0.428 -0.888 -2.110 2.37
C -1.779 -1.594 -1.904 -1.86
C 0.305 -1.560 -3.273 -1.52
C -0.723 0.563 -2.501 -1.80
C 1.417 -2.669 -0.121 2.45
C 1.799 -2.747 1.363 -1.73
C 0.450 -3.824 -0.410 -1.95
C 2.682 -2.839 -0.965 -1.57
H -1.271 -1.746 1.086 0.48
H -1.424 -0.016 0.760 0.14
H -0.206 -0.595 1.910 0.38
H -1.668 -2.650 -1.658 0.30
H -2.353 -1.531 -2.835 0.56
H -2.368 -1.115 -1.122 0.29
H 0.481 -2.623 -3.106 0.30
H 1.260 -1.080 -3.484 0.16
H -0.309 -1.468 -4.176 0.52
H -1.283 1.089 -1.731 0.25
H -1.311 0.574 -3.427 0.57
H 0.194 1.125 -2.689 0.11
H 0.916 -2.798 2.001 0.31
H 2.396 -1.887 1.676 0.00
H 2.392 -3.650 1.544 0.53
H -0.482 -3.724 0.149 0.33
H 0.915 -4.766 -0.099 0.55
H 0.211 -3.914 -1.469 0.33
H 3.434 -2.092 -0.696 0.01
H 2.486 -2.761 -2.036 0.30
H 3.129 -3.823 -0.782 0.51
```

HOMO level (alpha / beta) ... -7.21 / -7.18 eV
E_LUMO (alpha / beta) ... -2.0811 / -1.7982 eV
Multiplicity ... 1
HOMO-LUMO gap (alpha / beta) ... 0.18863 / 0.19795 Eh
Energy relative to the best compared isomer or geometry (same formula, charge and spin) ... 0.0 kJ/mol



No. 8
Below is an isolated molecule of C5H7N, with properties calculated with ωB97M-V with the def2-TZVPD basis set.

Structure (XYZ):
```
13
Properties=species:S:1:pos:R:3:mulliken_charge:R:1
C -1.869 -0.466 0.188 -1.11
C -0.406 -0.162 0.083 0.34
C 0.694 -0.819 0.583 -0.43
C 1.855 -0.098 0.181 -0.53
C 1.430 0.978 -0.552 -0.43
N 0.060 0.931 -0.606 -0.04
H -2.427 0.337 0.685 0.29
H -2.332 -0.627 -0.794 0.29
H -2.019 -1.377 0.772 0.28
H 0.670 -1.724 1.175 0.39
H 2.884 -0.344 0.407 0.37
H 1.982 1.769 -1.040 0.39
H -0.521 1.601 -1.081 0.20
```

HOMO level ... -7.99 eV
E_LUMO ... 1.0547 eV
Multiplicity ... 1
HOMO-LUMO gap ... 0.33243 Eh
Energy relative to the best compared isomer or geometry (same formula, charge and spin) ... 0.0 kJ/mol
SMILES ... Cc1ccc[nH]1